(1)
# C3H9N3

A 2-piece molecular cluster, C3H9N3 overall in a non-equilibrium geometry (ωB97M-V/def2-TZVPD, the Open Molecules 2025 dataset).

The geometry in ORCA input format:
```
! wB97M-V def2-TZVPD RIJCOSX def2/J DEFGRID3
* xyz 0 1
H -1.69154 2.44138 2.28442
N -2.23299 1.57959 2.24004
C -1.58074 0.50021 2.25513
N -0.38824 0.34792 3.02096
H -2.05086 -0.42232 1.93072
H -0.11237 -0.62974 2.92071
H -0.62655 0.39184 4.01012
C 0.59467 0.31165 -1.40162
N 0.38474 -0.45535 -2.38507
C 1.41077 -1.23727 -3.10359
H 0.33127 1.39203 -1.49823
H 1.07052 0.05612 -0.44409
H 1.64150 -2.11792 -2.47974
H 2.31750 -0.64633 -3.29854
H 0.93231 -1.51183 -4.05125
*
```

Computed properties:
- E_HOMO (eV) = -8.24
- frontier orbital gap (eV) = 8.8
- energy relative to the best compared isomer or geometry (same formula, charge and spin) (kJ/mol) = 352.25

---

(2)
# C3H9N3

An isolated molecule of C3H9N3 in a non-equilibrium geometry (ωB97M-V/def2-TZVPD, the Open Molecules 2025 dataset).

The geometry in ORCA input format:
```
! wB97M-V def2-TZVPD RIJCOSX def2/J DEFGRID3
* xyz 0 1
H -1.77198 -1.25321 -1.47226
N -1.48605 -0.21928 -1.25471
C -1.05121 -0.08377 -0.02338
N -1.64627 0.76888 0.92800
N -0.10703 -0.97722 0.44482
C 1.19066 -0.42311 0.40933
C 1.41111 0.68662 -0.55227
H -1.53078 0.52534 1.90628
H -2.59627 1.03380 0.63856
H -0.22433 -1.89177 0.01685
H 2.06285 -1.18116 0.20038
H 1.37080 -0.13758 1.32018
H 2.19672 1.37223 -0.23144
H 0.51731 1.26356 -0.69815
H 1.66449 0.51666 -1.63219
*
```

Computed properties:
- E_HOMO (eV) = -8.00
- frontier orbital gap (eV) = 8.7
- energy relative to the best compared isomer or geometry (same formula, charge and spin) (kJ/mol) = 247.13

---

(3)
# C3H9N3

An isolated molecule of C3H9N3 in a non-equilibrium geometry (ωB97M-V/def2-TZVPD, the Open Molecules 2025 dataset).

The geometry in ORCA input format:
```
! wB97M-V def2-TZVPD RIJCOSX def2/J DEFGRID3
* xyz 0 1
C 0.64769 0.42187 0.40567
C 0.01514 1.12013 1.59280
N -1.24445 -1.16697 -0.10705
N -0.42552 -0.04963 -0.54836
C 0.08934 -0.78345 -1.78539
N 0.93532 -1.70051 -1.79138
H -1.99960 -0.70718 0.41067
H -0.95108 0.77318 -0.86042
H 1.09213 -2.08772 -0.85928
H -0.25307 -0.31680 -2.70621
H 1.32205 1.07824 -0.15411
H 1.18589 -0.47146 0.71730
H 0.78828 1.45164 2.28662
H -0.55092 2.00296 1.28210
H -0.65119 0.43571 2.11703
*
```

Computed properties:
- E_HOMO (eV) = -7.60
- frontier orbital gap (eV) = 8.3
- energy relative to the best compared isomer or geometry (same formula, charge and spin) (kJ/mol) = 376.93

---

(4)
# C3H9N3

A 2-piece molecular cluster, C3H9N3 overall in a non-equilibrium geometry (ωB97M-V/def2-TZVPD, the Open Molecules 2025 dataset).

The geometry in ORCA input format:
```
! wB97M-V def2-TZVPD RIJCOSX def2/J DEFGRID3
* xyz 0 3
C 2.78871 0.45647 0.09445
C -1.54065 -0.04725 -0.13788
C -1.50077 -1.26713 0.71916
N 2.97411 0.48580 1.32516
N -0.52274 0.20044 -0.88082
N -0.58116 1.16740 -1.74493
H 2.24819 -0.29552 -0.47471
H 3.06416 1.26086 -0.46099
H -2.50146 0.45802 -0.12411
H -1.87511 -1.01015 1.61312
H -0.34208 -1.40664 0.77210
H -2.08534 -2.05926 0.22443
H 2.31869 -0.18294 1.73186
H -1.46086 1.57025 -1.88889
H 0.23042 1.48407 -2.02450
*
```

Computed properties:
- <S²> = 2.01
- E_HOMO (spin up / spin down) (eV) = -4.94 / -9.69
- frontier orbital gap (spin up / spin down) (eV) = 5.9 / 8.5
- energy relative to the best compared isomer or geometry (same formula, charge and spin) (kJ/mol) = 117.99

---

(5)
# C3H9N3

A 2-piece molecular cluster, C3H9N3 overall in a non-equilibrium geometry (ωB97M-V/def2-TZVPD, the Open Molecules 2025 dataset).

The geometry in ORCA input format:
```
! wB97M-V def2-TZVPD RIJCOSX def2/J DEFGRID3
* xyz 2 1
C -1.13349 0.30658 0.12639
C 2.42510 -0.24566 -0.16044
C -3.10224 -0.96826 -0.35965
N -2.14428 -0.64478 0.41785
N -1.35832 1.57628 0.22454
N 3.65325 -0.13858 0.12868
H 1.84809 -0.89502 0.48450
H 1.87361 0.38389 -0.98634
H -3.39079 -0.42496 -1.37723
H -3.85138 -1.81172 -0.21227
H -2.10213 -1.28043 1.26550
H -0.74928 2.31562 -0.07091
H -2.15169 1.97155 0.59215
H 4.06956 -0.74711 0.84459
H 4.34043 0.45194 -0.29687
*
```

Computed properties:
- E_HOMO (eV) = -17.36
- frontier orbital gap (eV) = 9.1
- energy relative to the best compared isomer or geometry (same formula, charge and spin) (kJ/mol) = 242.32

---

(6)
# C3H9N3O

A 2-piece molecular cluster, C3H9N3O overall in a non-equilibrium geometry (ωB97M-V/def2-TZVPD, the Open Molecules 2025 dataset).

The geometry in ORCA input format:
```
! wB97M-V def2-TZVPD RIJCOSX def2/J DEFGRID3
* xyz 0 1
H -0.59949 2.21278 0.28686
N -0.05777 2.31119 -0.56644
C 0.61150 1.25944 -0.82646
N 1.42840 1.22223 -1.92304
C 0.51438 -0.02056 -0.07947
N -0.13398 -0.05356 1.02752
C 0.04393 -1.14407 1.93160
H 1.32281 1.99058 -2.56675
H 1.65350 0.32964 -2.33205
H 1.26356 -0.78640 -0.32621
H 0.38215 -0.73375 2.88794
H 0.74482 -1.90799 1.58327
H -0.93044 -1.61001 2.08387
O -1.92341 -1.37650 -0.38157
H -2.85082 -1.21440 -0.17942
H -1.46914 -0.47862 -0.61967
*
```

Computed properties:
- E_HOMO (eV) = -9.35
- frontier orbital gap (eV) = 9.7
- energy relative to the best compared isomer or geometry (same formula, charge and spin) (kJ/mol) = 175.86

---

(7)
# C3H9N3O

A 2-piece molecular cluster, C3H9N3O overall (ωB97M-V/def2-TZVPD, the Open Molecules 2025 dataset).

The geometry in ORCA input format:
```
! wB97M-V def2-TZVPD RIJCOSX def2/J DEFGRID3
* xyz 0 1
N -0.39491 -1.59450 -0.78243
C -1.42850 -0.88958 -0.08696
C -1.23437 0.13537 0.71954
N -2.33975 0.75810 1.38000
H -0.77994 -2.05423 -1.59660
H 0.01616 -2.31469 -0.20057
H -2.44742 -1.23318 -0.23484
H -0.23597 0.52626 0.90757
H -2.48680 1.69560 1.02424
H -2.15581 0.84767 2.37198
N 1.80006 0.58433 -1.10645
C 2.64226 0.79830 -0.07678
O 3.59255 1.54986 -0.09924
H 1.05584 -0.10747 -1.08979
H 2.03164 1.05620 -1.96684
H 2.36498 0.24196 0.83718
*
```

Computed properties:
- E_HOMO (eV) = -9.37
- frontier orbital gap (eV) = 10.2
- energy relative to the best compared isomer or geometry (same formula, charge and spin) (kJ/mol) = 116.77

---

(8)
# C3H9N3O

A 2-piece molecular cluster, C3H9N3O overall (ωB97M-V/def2-TZVPD, the Open Molecules 2025 dataset).

The geometry in ORCA input format:
```
! wB97M-V def2-TZVPD RIJCOSX def2/J DEFGRID3
* xyz 0 1
H -3.82532 1.32570 0.31282
N -3.47298 0.45112 -0.03984
C -2.38725 0.70211 -0.65497
N -1.63467 -0.30371 -1.22138
H -1.96330 1.69703 -0.79537
H -2.16529 -1.15573 -1.35587
H -1.13399 -0.04906 -2.06397
C 1.96097 0.37832 1.53595
N 1.65758 -0.81473 0.76758
C 1.85408 -0.88106 -0.55903
O 2.16446 0.06857 -1.25086
H 3.03314 0.57084 1.48437
H 1.73125 0.19129 2.58069
H 1.41354 1.22294 1.11855
H 1.08282 -1.53985 1.15953
H 1.68496 -1.86376 -1.01819
*
```

Computed properties:
- E_HOMO (eV) = -9.58
- frontier orbital gap (eV) = 10.4
- energy relative to the best compared isomer or geometry (same formula, charge and spin) (kJ/mol) = 83.55

---

(9)
# C3H9N3O

An isolated ion of composition C3H9N3O and charge +1 in a non-equilibrium geometry (ωB97M-V/def2-TZVPD, the Open Molecules 2025 dataset).

The geometry in ORCA input format:
```
! wB97M-V def2-TZVPD RIJCOSX def2/J DEFGRID3
* xyz 1 2
O -2.35639 -0.98239 -0.22564
C -1.17892 -1.11912 -0.18793
N -0.45862 -2.26597 -0.45103
C -0.24982 -0.05304 0.42866
N 0.70701 0.46252 -0.57038
C 1.74399 1.32513 -0.02388
N 1.34194 2.28756 1.00226
H -0.93941 -3.09096 -0.78972
H 0.39575 -2.36823 0.07020
H 0.43339 -0.47880 1.16587
H -0.85684 0.75965 0.84906
H 0.25958 0.96027 -1.35301
H 2.30622 1.81881 -0.80470
H 2.50015 0.59346 0.32761
H 2.17030 2.86069 1.15008
H 0.70894 2.96970 0.57827
*
```

Computed properties:
- <S²> = 0.75
- E_HOMO (spin up / spin down) (eV) = -14.90 / -14.61
- frontier orbital gap (spin up / spin down) (eV) = 11.5 / 5.7
- energy relative to the best compared isomer or geometry (same formula, charge and spin) (kJ/mol) = 99.34

---

(10)
# C3H9N3O2

A 2-piece molecular cluster, C3H9N3O2 overall in a non-equilibrium geometry (ωB97M-V/def2-TZVPD, the Open Molecules 2025 dataset).

The geometry in ORCA input format:
```
! wB97M-V def2-TZVPD RIJCOSX def2/J DEFGRID3
* xyz 0 1
C -2.24470 -1.07795 -1.08488
C -2.26184 -0.66175 0.35468
N -1.12799 0.00476 0.80601
O -3.18575 -0.88144 1.12228
H -1.24936 -1.35620 -1.46151
H -2.45821 -0.19187 -1.72975
H -3.09499 -1.74904 -1.24787
H -0.24600 0.02326 0.30715
H -1.18350 0.34346 1.75655
N 1.53335 -0.20998 -0.36502
C 2.17770 1.01928 -0.23425
N 2.62615 1.23511 1.07351
O 2.40833 1.78151 -1.20143
H 1.93361 -0.93965 0.22249
H 1.42173 -0.53176 -1.36050
H 2.99513 2.18391 1.22760
H 1.95634 1.00836 1.81492
*
```

Computed properties:
- E_HOMO (eV) = -9.73
- frontier orbital gap (eV) = 10.1
- energy relative to the best compared isomer or geometry (same formula, charge and spin) (kJ/mol) = 54.03

---

(11)
# C3H9N3O2

A 3-piece molecular cluster, C3H9N3O2 overall in a non-equilibrium geometry (ωB97M-V/def2-TZVPD, the Open Molecules 2025 dataset).

The geometry in ORCA input format:
```
! wB97M-V def2-TZVPD RIJCOSX def2/J DEFGRID3
* xyz 0 1
N 1.14072 1.46498 -0.91383
C 1.51432 -1.99389 -0.42515
O 1.20339 0.73056 0.24411
N 2.22421 -1.04768 -0.55127
H 2.07963 1.53910 -1.31294
H 0.55033 0.97893 -1.59993
H 0.21295 -1.74518 0.30329
H 1.58151 -3.03273 -0.72628
N -1.41535 2.13917 0.22646
C -0.87511 -0.00430 0.89033
C -0.92281 -1.40982 0.80776
O -1.54033 0.70640 -0.00263
H -0.50863 2.38435 -0.19923
H -2.15121 2.49716 -0.37736
H -0.56332 0.52758 1.78053
H -0.90273 -1.91730 1.76766
H -1.62758 -1.81735 0.08848
*
```

Computed properties:
- E_HOMO (spin up / spin down) (eV) = -6.80 / -6.79
- frontier orbital gap (spin up / spin down) (eV) = 6.6 / 6.6
- energy relative to the best compared isomer or geometry (same formula, charge and spin) (kJ/mol) = 997.55

---

(12)
# C3H9N3O2

An isolated molecule of C3H9N3O2 in a non-equilibrium geometry (ωB97M-V/def2-TZVPD, the Open Molecules 2025 dataset).

The geometry in ORCA input format:
```
! wB97M-V def2-TZVPD RIJCOSX def2/J DEFGRID3
* xyz 0 1
C -0.33339 -1.44331 -0.29557
C 0.28928 -0.17644 0.13807
C 1.22603 -0.41275 1.30649
N 0.80525 0.57315 -1.00605
N -0.92260 0.71763 0.72186
N -1.67953 1.50020 0.18051
O -2.65048 2.00251 0.61683
O -1.55829 1.66963 -1.31931
H -0.99421 -1.32386 -1.22457
H 0.38094 -2.37492 -0.44922
H -1.03030 -1.80405 0.38984
H 1.44241 0.56004 1.87536
H 2.24414 -0.71761 1.00581
H 0.83181 -1.03580 2.05776
H 1.50179 1.21497 -0.61998
H 1.36490 0.00443 -1.62274
H -0.91775 1.04619 -1.75510
*
```

Computed properties:
- E_HOMO (eV) = -10.00
- frontier orbital gap (eV) = 10.6
- energy relative to the best compared isomer or geometry (same formula, charge and spin) (kJ/mol) = 640.08

---

- Which of these has the lowest energy relative to the best compared isomer or geometry (same formula, charge and spin)?
  number 10

---

- Among the records above, which one has the highest energy relative to the best compared isomer or geometry (same formula, charge and spin)?
  number 11

---

- Look up the energy relative to the best compared isomer or geometry (same formula, charge and spin) of the eleventh one.
  997.55 kJ/mol

---

- What is the energy relative to the best compared isomer or geometry (same formula, charge and spin) in the third record?
  376.93 kJ/mol